1.
Formula: C13H15NO2S2
Source: OMol25
Level of theory: the ωB97M-V functional and the def2-TZVPD basis

Calculated values
HOMO-LUMO gap = 4.874 eV
E_HOMO = -6.96 eV
Relative energy (zero: lowest compared OMol25 entry of this formula, charge and spin) = 38.6 kcal/mol

```
! RIJCOSX wB97M-V def2-TZVPD def2/J DEFGRID3
* xyz 0 1
C 1.71 -3.36 0.29
C 0.60 -2.32 0.33
N -0.61 -2.91 0.31
C -1.83 -2.34 0.32
C -2.94 -3.38 0.30
O -2.12 -1.14 0.35
O 0.87 -1.11 0.37
H 1.30 -4.37 0.28
H 2.33 -3.20 -0.59
H 2.36 -3.23 1.16
H -2.53 -4.40 0.29
H -3.59 -3.26 1.17
H -3.57 -3.24 -0.58
C 2.25 1.35 -3.13
C 2.91 1.50 -1.91
C 2.17 1.69 -0.75
C 0.77 1.74 -0.79
C 0.01 1.98 0.42
S -1.69 2.27 0.40
C -1.92 2.73 2.15
C -0.75 2.23 2.98
S 0.76 2.15 1.95
C 0.11 1.60 -2.03
C 0.85 1.40 -3.19
H 2.82 1.19 -4.04
H 4.00 1.47 -1.87
H 2.69 1.82 0.20
H -2.00 3.83 2.20
H -2.86 2.28 2.48
H -0.54 2.89 3.82
H -0.93 1.21 3.35
H -0.97 1.65 -2.08
H 0.34 1.30 -4.15
*
```

Atomic partial charges in e from the natural (NBO) method, atoms 1 to 8: -0.6921, 0.6710, -0.7614, 0.6700, -0.6941, -0.7205, -0.7314, 0.2246

=====

2.
Formula: CFN3O2
Source: OMol25
Level of theory: the ωB97M-V functional and the def2-TZVPD basis

Calculated values
HOMO-LUMO gap (spin up / spin down) = 10.650 / 6.542 eV
E_HOMO (spin up / spin down) = -11.38 / -9.43 eV
Relative energy (zero: lowest compared OMol25 entry of this formula, charge and spin) = 82.1 kcal/mol

```
! RIJCOSX wB97M-V def2-TZVPD def2/J DEFGRID3
* xyz 0 1
C 0.83 1.23 0.18
N 0.28 2.14 -0.32
N 0.98 0.28 0.98
N -1.17 -0.84 -0.32
O -1.65 0.08 -0.84
O -0.89 -1.98 -0.27
F 1.62 -0.91 0.59
*
```

Partial charges, natural (NBO), in e: 0.2761, -0.1765, 0.0256, 0.5428, -0.2346, -0.2409, -0.1926

=====

3.
Formula: C2ClN4O2
Source: OMol25
Level of theory: the ωB97M-V functional and the def2-TZVPD basis

Calculated values
HOMO-LUMO gap = 6.867 eV
E_HOMO = -3.79 eV
Relative energy (zero: lowest compared OMol25 entry of this formula, charge and spin) = 55.8 kcal/mol

```
! RIJCOSX wB97M-V def2-TZVPD def2/J DEFGRID3
* xyz -1 1
C -0.76 -1.04 0.02
C 1.69 0.70 0.03
N -2.06 -0.70 0.02
N -2.16 0.63 -0.05
N -1.02 1.20 -0.09
N -0.11 0.22 -0.07
O -0.20 -2.12 0.08
O 2.02 1.82 0.13
Cl 2.59 -0.71 -0.06
*
```

Atomic partial charges in e from the natural (NBO) method, atoms 1 to 8: 0.6283, 0.6442, -0.4732, -0.0993, -0.1680, -0.3661, -0.7452, -0.4954

=====

4.
Formula: C20H17NO5S
Source: OMol25
Level of theory: the ωB97M-V functional and the def2-TZVPD basis

Calculated values
SMILES = CCc1ccc(S(=O)(=O)Oc2cccc3c2C(=O)C=C(N2CC2)C3=O)cc1
HOMO-LUMO gap = 7.596 eV
E_HOMO = -8.87 eV
Relative energy (zero: lowest compared OMol25 entry of this formula, charge and spin) = 101.4 kcal/mol

```
! RIJCOSX wB97M-V def2-TZVPD def2/J DEFGRID3
* xyz 0 1
C -0.27 -1.66 6.76
C 0.09 -0.18 6.53
C 0.56 0.02 5.10
C 1.91 -0.05 4.71
C 2.32 0.10 3.37
C 1.33 0.35 2.37
S 1.89 0.57 0.62
O 1.88 -0.68 -0.11
O 3.24 1.15 0.66
O 0.89 1.72 0.00
C 0.95 1.74 -1.37
C 1.90 2.57 -1.99
C 2.10 2.55 -3.38
C 1.29 1.75 -4.17
C 0.25 1.00 -3.61
C 0.07 0.98 -2.18
C -1.02 0.11 -1.68
O -1.25 0.01 -0.49
C -1.93 -0.54 -2.57
C -1.78 -0.51 -3.96
N -2.82 -1.12 -4.66
C -2.82 -1.52 -6.03
C -2.86 -2.56 -4.83
C -0.65 0.27 -4.54
O -0.49 0.31 -5.73
C -0.04 0.38 2.74
C -0.40 0.25 4.12
H -1.23 -1.90 6.37
H -0.28 -1.84 7.86
H 0.47 -2.36 6.32
H 0.91 0.11 7.18
H -0.76 0.50 6.78
H 2.66 -0.22 5.45
H 3.37 0.05 3.16
H 2.53 3.23 -1.40
H 2.93 3.12 -3.84
H 1.50 1.79 -5.25
H -2.76 -1.10 -2.19
H -3.77 -1.44 -6.58
H -1.93 -1.54 -6.69
H -3.79 -3.04 -4.56
H -1.92 -3.14 -4.66
H -0.79 0.54 1.99
H -1.48 0.26 4.39
*
```

Atomic partial charges in e from the natural (NBO) method, atoms 1 to 8: -0.6004, -0.4235, -0.0055, -0.2113, -0.1700, -0.3005, 2.2982, -0.8967

=====

5.
Formula: CH5BO
Source: OMol25
Level of theory: the ωB97M-V functional and the def2-TZVPD basis

Calculated values
SMILES = CBO
HOMO-LUMO gap = 11.868 eV
E_HOMO = -11.25 eV
Relative energy (zero: lowest compared OMol25 entry of this formula, charge and spin) = 30.5 kcal/mol

```
! RIJCOSX wB97M-V def2-TZVPD def2/J DEFGRID3
* xyz 0 1
C -1.02 -0.37 -0.16
B 0.28 0.47 0.17
O 1.72 -0.11 -0.37
H -0.70 -1.39 0.15
H -1.28 -0.48 -1.25
H -1.91 0.07 0.40
H 0.43 1.37 1.00
H 2.48 0.45 0.06
*
```

Partial charges, natural (NBO), in e: -1.0569, 0.8447, -0.9340, 0.2670, 0.2622, 0.2448, -0.1096, 0.4818

=====

6.
Formula: C6H15N2
Source: OMol25
Level of theory: the ωB97M-V functional and the def2-TZVPD basis

Calculated values
HOMO-LUMO gap (spin up / spin down) = 9.576 / 7.238 eV
E_HOMO (spin up / spin down) = -18.20 / -18.20 eV
Relative energy (zero: lowest compared OMol25 entry of this formula, charge and spin) = 58.8 kcal/mol

```
! RIJCOSX wB97M-V def2-TZVPD def2/J DEFGRID3
* xyz 2 2
C -0.11 -1.69 -0.07
N 0.40 -1.24 1.22
C 0.20 -2.25 2.25
C 1.78 -0.76 1.18
H -1.18 -1.87 0.00
H 0.39 -2.62 -0.36
H 0.07 -0.98 -0.88
H 0.49 -1.88 3.23
H -0.85 -2.56 2.28
H 0.76 -3.15 1.98
H 2.05 -0.47 2.20
H 1.94 0.16 0.62
H 2.44 -1.58 0.90
C -1.43 1.73 -1.73
C -1.69 1.87 -3.02
C 0.04 2.35 0.08
N -0.27 2.31 -1.16
H -2.10 1.23 -1.04
H -1.07 2.49 -3.65
H -2.55 1.36 -3.41
H 0.92 2.92 0.38
H -0.56 1.84 0.82
H 0.33 2.82 -1.81
*
```

Atomic partial charges in e from the natural (NBO) method, atoms 1 to 8: -0.4813, 0.0678, -0.4760, -0.4813, 0.2595, 0.2871, 0.2346, 0.2645